(1)
ORCA calculation (the ωB97M-V functional and the def2-TZVPD basis) on a structure of composition C31H47ClN6O5ReS2Si4 in a non-equilibrium geometry.

As for the multiplicity: 2. The calculation puts the calculated total energy at -4406.9750 Eh. As for the net charge: 0. The value obtained for the HOMO-LUMO gap (spin up / spin down) is 0.22556 / 0.21226 hartree. As for the relative energy (zero: lowest compared OMol25 entry of this formula, charge and spin): 3.281 eV.

Cartesian coordinates (Å):
Re (-0.17, -0.74, -0.59)
C (-3.71, -4.18, 3.02)
S (-2.03, -3.59, 3.36)
C (-1.49, -3.08, 1.76)
S (-2.57, -2.84, 0.46)
N (-0.21, -2.94, 1.65)
N (0.21, -2.51, 0.44)
C (1.04, -3.29, -0.21)
C (1.20, -3.07, -1.60)
C (1.91, -3.96, -2.42)
C (1.78, -3.86, -3.78)
C (0.94, -2.89, -4.31)
C (0.30, -2.02, -3.44)
N (0.44, -2.07, -2.12)
H (-4.25, -4.16, 3.96)
H (-3.67, -5.19, 2.63)
H (-4.17, -3.51, 2.29)
H (1.41, -4.19, 0.25)
H (2.53, -4.71, -1.96)
H (2.29, -4.55, -4.44)
H (0.77, -2.81, -5.37)
H (-0.38, -1.28, -3.83)
N (1.55, -1.58, 5.20)
C (2.78, -1.17, 4.82)
O (3.63, -0.80, 5.60)
C (3.00, -1.15, 3.34)
C (4.30, -1.29, 2.84)
C (4.50, -1.25, 1.48)
C (3.40, -1.03, 0.66)
N (2.18, -0.85, 1.12)
C (1.98, -0.92, 2.43)
H (1.35, -1.63, 6.18)
H (0.91, -2.03, 4.57)
H (5.11, -1.43, 3.54)
H (5.48, -1.36, 1.05)
H (3.51, -0.99, -0.42)
H (0.96, -0.77, 2.76)
Cl (-2.51, 2.71, -0.19)
C (-0.50, 0.84, -2.14)
H (-0.51, 1.88, -1.79)
H (-1.40, 0.72, -2.77)
C (1.70, 2.13, 3.29)
Si (0.38, 2.59, 1.98)
C (1.26, 3.28, 0.43)
C (-0.66, 4.00, 2.76)
Si (-0.95, 0.68, 1.13)
Si (-4.08, 1.99, -1.36)
C (-4.03, 0.10, -1.22)
C (-3.78, 2.66, -3.12)
C (-5.63, 2.77, -0.57)
Si (-2.76, 0.56, 2.77)
C (-4.29, -0.56, 2.45)
C (-3.58, 2.22, 3.28)
C (-1.87, -0.10, 4.34)
H (2.09, 3.03, 3.77)
H (2.54, 1.61, 2.85)
H (1.30, 1.50, 4.08)
H (2.04, 3.99, 0.67)
H (0.55, 3.78, -0.22)
H (1.71, 2.46, -0.13)
H (-0.13, 4.95, 2.72)
H (-0.87, 3.80, 3.81)
H (-1.61, 4.13, 2.25)
H (-3.01, -0.28, -1.22)
H (-4.57, -0.38, -2.03)
H (-4.48, -0.22, -0.29)
H (-2.89, 2.24, -3.57)
H (-3.66, 3.74, -3.13)
H (-4.62, 2.43, -3.77)
H (-5.70, 2.51, 0.48)
H (-6.54, 2.42, -1.06)
H (-5.60, 3.85, -0.64)
H (-5.14, 0.02, 2.10)
H (-4.59, -1.07, 3.36)
H (-4.08, -1.32, 1.71)
H (-3.71, 2.88, 2.42)
H (-2.99, 2.75, 4.02)
H (-4.56, 2.05, 3.71)
H (-1.50, -1.10, 4.18)
H (-2.55, -0.14, 5.18)
H (-1.03, 0.53, 4.62)
O (2.05, 0.45, -1.50)
C (1.79, 0.62, -2.69)
O (0.57, 0.80, -3.14)
C (2.82, 0.61, -3.75)
C (4.14, 0.96, -3.44)
C (5.08, 1.05, -4.44)
C (4.71, 0.73, -5.75)
C (3.41, 0.34, -6.07)
C (2.47, 0.30, -5.07)
N (5.70, 0.81, -6.78)
O (5.38, 0.49, -7.91)
O (6.81, 1.21, -6.47)
H (4.40, 1.19, -2.41)
H (6.09, 1.36, -4.25)
H (3.16, 0.10, -7.09)
H (1.45, 0.02, -5.29)

(2)
ORCA calculation (the ωB97M-V functional and the def2-TZVPD basis) on a structure of composition C31H47LuNO3P2S in a non-equilibrium geometry.

The calculation puts the calculated total energy at -3805.8473 Eh. As for the net charge: +1. The value obtained for the HOMO-LUMO gap (spin up / spin down) is 0.12003 / 0.16059 hartree. As for the relative energy (zero: lowest compared OMol25 entry of this formula, charge and spin): 1.918 eV.

Cartesian coordinates (Å):
Lu (-0.63, 1.86, -3.12)
C (-0.73, -1.92, 1.03)
C (0.66, -1.94, 0.74)
C (0.38, -0.90, 2.77)
C (-0.90, -1.31, 2.30)
C (1.35, -1.30, 1.81)
C (-1.83, -2.42, 0.19)
H (-1.47, -3.13, -0.56)
H (-2.34, -1.59, -0.34)
H (-2.59, -2.92, 0.80)
C (-2.19, -1.18, 3.00)
H (-2.86, -0.49, 2.47)
H (-2.05, -0.80, 4.02)
H (-2.70, -2.15, 3.06)
C (0.68, -0.19, 4.02)
H (1.50, -0.69, 4.56)
H (-0.20, -0.15, 4.67)
H (0.99, 0.85, 3.82)
C (2.80, -1.07, 1.90)
H (3.14, -1.13, 2.94)
H (3.05, -0.08, 1.51)
H (3.34, -1.82, 1.31)
C (1.33, -2.56, -0.42)
H (2.14, -3.23, -0.10)
H (1.78, -1.80, -1.08)
H (0.62, -3.15, -1.01)
C (-2.19, 1.20, -4.42)
C (-2.47, -0.23, -4.47)
C (-1.43, -1.29, -4.13)
C (-0.45, -1.04, -2.97)
C (0.53, 0.10, -3.14)
C (0.85, 0.79, -4.30)
C (0.11, 0.89, -5.61)
C (-1.25, 1.66, -5.56)
H (-0.85, -1.54, -5.04)
H (0.13, -1.96, -2.84)
H (-1.96, -2.23, -3.89)
H (-1.76, 1.52, -6.53)
H (-3.08, 1.85, -4.32)
H (-2.81, -0.47, -5.50)
H (-1.07, 2.75, -5.52)
H (0.76, 1.44, -6.30)
H (1.85, 1.25, -4.31)
H (-0.04, -0.09, -6.09)
H (-1.01, -0.94, -2.02)
H (1.22, 0.19, -2.29)
P (-4.36, -1.32, -4.10)
P (3.78, 4.07, -2.25)
C (0.98, 3.81, -3.13)
C (2.41, 4.01, -3.58)
H (0.83, 4.22, -2.12)
H (0.28, 4.32, -3.82)
H (2.72, 3.23, -4.31)
H (2.51, 4.99, -4.08)
C (4.44, 5.76, -2.47)
H (4.53, 6.18, -1.46)
H (3.75, 6.38, -3.05)
H (5.44, 5.74, -2.93)
C (5.09, 3.07, -3.07)
H (5.92, 3.70, -3.38)
H (4.69, 2.51, -3.93)
H (5.44, 2.35, -2.32)
C (-5.44, 0.13, -4.35)
H (-6.46, -0.18, -4.08)
H (-5.42, 0.49, -5.38)
H (-5.13, 0.92, -3.66)
C (-4.65, -2.16, -5.71)
H (-3.90, -2.95, -5.84)
H (-4.62, -1.46, -6.54)
H (-5.64, -2.64, -5.63)
O (1.90, 1.48, 0.26)
S (0.85, 2.49, 0.39)
O (-0.02, 2.05, 1.75)
N (-0.26, 2.01, -0.77)
C (-1.57, 1.82, -0.57)
O (-2.20, 1.40, -1.63)
C (-2.18, 2.06, 0.70)
C (-3.57, 1.88, 0.87)
C (-4.11, 1.98, 2.14)
C (-3.30, 2.25, 3.25)
C (-1.92, 2.38, 3.10)
C (-1.38, 2.26, 1.82)
H (-4.18, 1.69, -0.02)
H (-5.19, 1.86, 2.28)
H (-3.74, 2.37, 4.24)
H (-1.24, 2.56, 3.93)

(3)
ORCA calculation (the ωB97M-V functional and the def2-TZVPD basis) on a structure of composition C31H48B2F2HfN3O3P2S in a non-equilibrium geometry.

The calculation puts the calculated total energy at -2978.3498 Eh. As for the net charge: +1. The value obtained for the HOMO-LUMO gap is 0.26791 hartree. As for the relative energy (zero: lowest compared OMol25 entry of this formula, charge and spin): 1.938 eV.

Cartesian coordinates (Å):
Hf (0.15, -0.12, 0.03)
C (3.01, 1.53, -2.23)
C (3.85, 0.45, -1.52)
C (3.85, -0.81, -2.40)
C (5.28, 0.96, -1.34)
P (2.96, 0.12, 0.05)
C (3.25, 1.65, 1.04)
N (2.06, 2.45, 0.97)
B (0.72, 2.00, 0.64)
N (-0.06, 3.20, 0.75)
C (-1.47, 3.35, 0.52)
P (-2.20, 1.85, -0.27)
C (-2.87, 2.60, -1.82)
C (-3.60, 1.55, -2.67)
C (-3.82, 3.78, -1.58)
C (-1.63, 3.08, -2.61)
C (-3.46, 1.38, 1.01)
C (-2.62, 0.97, 2.22)
C (-4.31, 0.18, 0.57)
C (-4.42, 2.51, 1.41)
C (0.74, 4.27, 1.13)
C (0.42, 5.60, 1.38)
C (1.45, 6.45, 1.76)
C (2.76, 5.99, 1.91)
C (3.08, 4.65, 1.67)
C (2.05, 3.81, 1.27)
C (3.61, -1.21, 1.14)
C (3.37, -2.58, 0.47)
C (5.08, -1.06, 1.52)
C (2.73, -1.16, 2.40)
H (3.48, 1.76, -3.19)
H (2.95, 2.46, -1.65)
H (2.00, 1.18, -2.43)
H (4.11, -0.53, -3.42)
H (2.88, -1.30, -2.42)
H (4.60, -1.54, -2.06)
H (5.72, 1.08, -2.34)
H (5.92, 0.26, -0.80)
H (5.34, 1.93, -0.85)
H (4.09, 2.21, 0.64)
H (3.51, 1.38, 2.06)
H (-1.64, 4.21, -0.12)
H (-1.99, 3.55, 1.45)
H (-4.46, 1.12, -2.16)
H (-2.93, 0.75, -2.98)
H (-3.97, 2.04, -3.58)
H (-4.83, 3.44, -1.34)
H (-3.88, 4.35, -2.51)
H (-3.51, 4.46, -0.80)
H (-0.79, 2.38, -2.55)
H (-1.26, 4.05, -2.26)
H (-1.90, 3.19, -3.66)
H (-1.87, 0.21, 1.98)
H (-3.27, 0.53, 2.98)
H (-2.10, 1.82, 2.69)
H (-3.72, -0.69, 0.30)
H (-4.98, 0.42, -0.26)
H (-4.95, -0.12, 1.41)
H (-3.94, 3.47, 1.58)
H (-4.91, 2.22, 2.35)
H (-5.21, 2.65, 0.67)
H (-0.60, 5.96, 1.28)
H (1.23, 7.49, 1.96)
H (3.54, 6.67, 2.21)
H (4.09, 4.30, 1.79)
H (3.97, -2.71, -0.43)
H (2.33, -2.73, 0.19)
H (3.65, -3.37, 1.17)
H (5.74, -1.32, 0.69)
H (5.32, -1.74, 2.34)
H (5.33, -0.04, 1.84)
H (1.66, -1.12, 2.18)
H (2.96, -0.33, 3.06)
H (2.86, -2.09, 2.96)
O (-4.52, -4.52, -2.43)
S (-4.43, -3.10, -2.43)
O (-5.59, -2.27, -2.43)
N (-3.50, -2.62, -1.12)
C (-2.51, -1.95, -1.53)
O (-1.73, -1.34, -0.58)
C (-2.28, -1.82, -2.99)
C (-1.31, -1.18, -3.74)
C (-1.38, -1.27, -5.12)
C (-2.40, -1.99, -5.75)
C (-3.39, -2.62, -5.00)
C (-3.30, -2.51, -3.63)
H (-0.51, -0.63, -3.28)
H (-0.63, -0.78, -5.73)
H (-2.43, -2.06, -6.83)
H (-4.19, -3.18, -5.48)
F (-1.29, -3.31, 0.57)
B (-1.10, -2.03, 0.55)
F (0.78, -1.14, -1.50)

(4)
ORCA calculation (the ωB97M-V functional and the def2-TZVPD basis) on a structure of composition C31H48N2O2PPtS in a non-equilibrium geometry.

As for the multiplicity: 3. The calculation puts the calculated total energy at -2328.6666 Eh. As for the net charge: +1. The value obtained for the HOMO-LUMO gap (spin up / spin down) is 0.26372 / 0.19788 hartree. As for the relative energy (zero: lowest compared OMol25 entry of this formula, charge and spin): 1.212 eV.

Cartesian coordinates (Å):
Pt (-0.24, 1.36, 0.18)
O (1.98, 1.73, -0.55)
C (2.78, 2.65, -0.21)
C (4.18, 2.40, -0.22)
C (5.09, 3.39, 0.05)
C (4.66, 4.68, 0.34)
C (3.31, 4.96, 0.41)
C (2.35, 3.98, 0.15)
C (0.94, 4.32, 0.17)
N (-0.12, 3.51, 0.24)
C (-1.23, 4.30, 0.22)
C (-0.86, 5.61, 0.14)
N (0.50, 5.60, 0.10)
H (4.50, 1.39, -0.44)
H (6.15, 3.17, 0.04)
H (5.37, 5.47, 0.51)
H (3.00, 5.96, 0.69)
H (-2.22, 3.89, 0.29)
H (-1.43, 6.51, 0.09)
H (1.08, 6.42, 0.02)
O (-2.89, -0.12, 0.19)
S (-2.90, 1.35, 0.23)
C (-4.04, 1.84, -1.15)
C (-5.37, 2.28, -0.53)
C (-5.48, 1.59, 0.83)
C (-4.14, 1.80, 1.52)
H (-4.14, 0.94, -1.74)
H (-3.57, 2.62, -1.75)
H (-6.20, 2.00, -1.18)
H (-5.39, 3.36, -0.40)
H (-5.64, 0.52, 0.70)
H (-6.30, 2.01, 1.42)
H (-3.98, 1.16, 2.38)
H (-3.97, 2.84, 1.79)
C (-2.14, -4.79, 0.72)
C (-2.75, -3.86, -0.32)
C (-1.74, -2.81, -0.80)
C (-0.71, -2.49, 0.30)
C (-1.42, -2.54, 1.65)
C (-1.73, -4.00, 1.98)
P (0.22, -0.90, 0.00)
C (1.79, -1.03, 1.01)
C (2.47, -2.40, 1.17)
C (2.29, -2.94, 2.59)
C (2.97, -2.02, 3.61)
C (2.76, -0.53, 3.27)
C (1.54, -0.35, 2.37)
C (0.80, -0.91, -1.77)
C (-0.30, -0.34, -2.68)
C (0.30, 0.10, -4.02)
C (1.48, -0.79, -4.42)
C (1.30, -2.20, -3.87)
C (1.38, -2.21, -2.34)
H (-1.27, -5.29, 0.29)
H (-2.86, -5.57, 0.99)
H (-3.62, -3.36, 0.12)
H (-3.11, -4.44, -1.17)
H (-2.28, -1.90, -1.06)
H (-1.22, -3.18, -1.69)
H (0.07, -3.25, 0.30)
H (-2.34, -1.96, 1.58)
H (-0.82, -2.10, 2.45)
H (-2.52, -4.05, 2.73)
H (-0.84, -4.47, 2.42)
H (2.47, -0.37, 0.45)
H (3.54, -2.29, 0.98)
H (2.08, -3.12, 0.45)
H (2.73, -3.94, 2.66)
H (1.23, -3.04, 2.82)
H (4.04, -2.24, 3.64)
H (2.57, -2.24, 4.60)
H (3.64, -0.14, 2.74)
H (2.64, 0.05, 4.19)
H (1.33, 0.71, 2.21)
H (0.67, -0.78, 2.87)
H (1.59, -0.16, -1.75)
H (-0.77, 0.53, -2.18)
H (-1.07, -1.09, -2.84)
H (0.63, 1.14, -3.96)
H (-0.48, 0.05, -4.79)
H (2.41, -0.37, -4.03)
H (1.58, -0.81, -5.51)
H (2.07, -2.86, -4.28)
H (0.33, -2.58, -4.20)
H (2.42, -2.30, -2.02)
H (0.85, -3.09, -1.97)

(5)
ORCA calculation (the ωB97M-V functional and the def2-TZVPD basis) on a cluster of 8 separate species, C31H48N8O6P3S in total.

The calculation puts the calculated total energy at -3521.8985 Eh. As for the net charge: -1. The value obtained for the HOMO-LUMO gap is 0.26086 hartree.

Cartesian coordinates (Å):
C (-5.45, -2.32, -1.10)
P (-4.01, -3.15, -0.26)
O (-3.51, -3.95, -1.83)
C (-2.17, -3.72, -2.01)
P (-1.59, -4.39, -3.61)
N (-2.33, -5.59, -4.23)
O (0.01, -4.64, -3.33)
O (-1.54, -3.08, -4.54)
C (-1.98, -2.19, -1.77)
P (-0.39, -1.68, -1.09)
O (0.69, -1.79, -2.28)
O (-0.54, -0.06, -1.00)
S (0.24, -2.43, 0.59)
O (-2.94, -1.76, -0.88)
H (-5.38, -2.34, -2.19)
H (-6.37, -2.81, -0.79)
H (-5.49, -1.28, -0.78)
H (-4.77, -4.30, 0.14)
H (-4.26, -2.46, 0.98)
H (-2.80, -3.72, 0.30)
H (-1.56, -4.30, -1.28)
H (-1.76, -6.42, -4.34)
H (0.15, -5.01, -2.45)
H (-1.18, -3.27, -5.41)
H (-2.06, -1.64, -2.72)
H (1.45, -2.30, -1.98)
H (-0.70, 0.13, -0.06)
N (-1.83, 2.84, -0.87)
C (-2.55, 3.18, 0.24)
C (-2.96, 4.48, 0.09)
C (-2.47, 4.94, -1.16)
C (-1.78, 3.90, -1.73)
H (-1.40, 1.95, -1.03)
H (-2.71, 2.47, 1.03)
H (-3.55, 5.04, 0.79)
H (-2.62, 5.91, -1.60)
H (-1.26, 3.83, -2.67)
N (-4.69, 8.84, -0.97)
C (-4.54, 9.34, 0.29)
C (-5.09, 8.45, 1.17)
C (-5.61, 7.37, 0.40)
C (-5.34, 7.64, -0.92)
H (-4.37, 9.29, -1.81)
H (-4.04, 10.28, 0.46)
H (-5.13, 8.56, 2.24)
H (-6.11, 6.48, 0.76)
H (-5.55, 7.08, -1.81)
N (2.56, 0.82, -2.05)
C (3.57, 0.82, -1.14)
C (4.75, 1.05, -1.81)
C (4.42, 1.20, -3.19)
C (3.06, 1.04, -3.30)
H (1.59, 0.66, -1.83)
H (3.38, 0.65, -0.09)
H (5.73, 1.11, -1.37)
H (5.11, 1.39, -3.99)
H (2.41, 1.08, -4.16)
N (2.62, -4.58, 1.98)
C (3.92, -4.45, 2.36)
C (4.30, -5.60, 2.99)
C (3.17, -6.47, 2.99)
C (2.15, -5.81, 2.35)
H (2.08, -3.88, 1.50)
H (4.47, -3.54, 2.16)
H (5.27, -5.80, 3.41)
H (3.12, -7.47, 3.40)
H (1.14, -6.11, 2.14)
N (5.30, -1.57, 5.01)
C (6.60, -1.39, 5.39)
C (7.01, -2.53, 6.02)
C (5.91, -3.44, 6.02)
C (4.87, -2.81, 5.39)
H (4.74, -0.89, 4.53)
H (7.12, -0.47, 5.18)
H (7.99, -2.70, 6.44)
H (5.89, -4.43, 6.43)
H (3.88, -3.15, 5.16)
N (-6.98, 4.71, 2.89)
C (-8.33, 4.50, 2.83)
C (-8.53, 3.17, 2.58)
C (-7.26, 2.56, 2.49)
C (-6.32, 3.53, 2.68)
H (-6.54, 5.60, 3.05)
H (-9.03, 5.31, 2.96)
H (-9.49, 2.69, 2.47)
H (-7.05, 1.52, 2.29)
H (-5.24, 3.49, 2.68)
N (6.95, -1.26, -2.74)
C (7.97, -1.31, -1.84)
C (9.14, -1.10, -2.51)
C (8.81, -0.91, -3.88)
C (7.45, -1.02, -3.99)
H (5.97, -1.35, -2.52)
H (7.78, -1.49, -0.79)
H (10.13, -1.09, -2.08)
H (9.49, -0.72, -4.69)
H (6.79, -0.93, -4.84)